--- P ---
Molecular formula: C6H9NO
Method: DFT, ωB97M-V/def2-TZVPD

## Properties
frontier orbital gap	9.7	eV
HOMO	-8.82	eV
M	111.144	g/mol

Each line ends with the Löwdin charge.
CARTESIAN COORDINATES (ANGSTROEM)
1 C 0.7762 0.0519 -0.9506  -0.2503
2 C -0.1299 -1.1359 -1.2197  -0.0386
3 C -0.4703 -1.6997 -0.0191  -0.0648
4 C -0.0659 -0.7845 1.0348  -0.2399
5 C -0.5932 0.3363 2.0293  -0.1984
6 C -0.0746 0.4456 0.1064  -0.4497
7 H 0.6228 2.0497 -1.9571  0.1537
8 H 1.9093 -0.1394 -0.7671  0.1928
9 H -0.1159 -1.6379 -2.0458  0.0508
10 H -0.9427 -2.7984 -0.3017  0.1608
11 H 0.9139 -1.2305 1.5152  0.1707
12 H -1.8199 0.2578 2.1419  0.1624
13 H 0.2445 0.2812 2.9577  0.1633
14 H 0.8101 1.8472 1.5721  0.1948
15 H -1.1925 0.5305 -0.1385  0.1880
16 N -0.1932 1.3675 1.1540  -0.0736
17 O 0.5336 0.9981 -2.1176  -0.1220


--- Q ---
Molecular formula: C6H9NO
Method: DFT, ωB97M-V/def2-TZVPD

## Properties
frontier orbital gap	9.4	eV
HOMO	-8.56	eV
M	111.144	g/mol

Each line ends with the Löwdin charge.
CARTESIAN COORDINATES (ANGSTROEM)
1 C 2.2059 0.9500 -1.0813  -0.2650
2 C -0.0582 0.3435 -0.9409  -0.1064
3 C -0.9280 -0.8882 -0.3656  -0.2984
4 C -1.9957 -0.2224 0.3516  -0.0505
5 C -0.6839 -0.1071 1.3426  -0.0997
6 C 0.2260 0.9345 0.4781  -0.0792
7 H 2.0224 2.3722 -0.6023  0.1502
8 H 2.1941 0.7694 -2.5290  0.1551
9 H 3.6343 0.4987 -0.8303  0.1447
10 H -0.1383 0.8502 -1.8032  0.0867
11 H -1.2761 -1.4786 -1.0491  0.0859
12 H -2.6587 0.4836 -0.1600  0.1166
13 H -2.7742 -0.7250 0.9756  0.1212
14 H -0.5625 -0.0081 2.3660  0.1034
15 H 0.4488 1.9518 0.9337  0.1387
16 N 1.3307 0.2143 -0.3858  -0.1804
17 O -0.3502 -1.5346 0.8367  -0.0230


--- R ---
Molecular formula: C6H9NO
Method: DFT, ωB97M-V/def2-TZVPD

## Properties
frontier orbital gap	9.4	eV
HOMO	-8.49	eV
SMILES string	C1O[C@H]2CN[C@@H]3[C@H]1[C@@H]32
M	111.144	g/mol

Each line ends with the Löwdin charge.
CARTESIAN COORDINATES (ANGSTROEM)
1 C -1.8794 0.2049 0.7186  -0.0700
2 O -1.0557 1.3701 0.5443  -0.1439
3 C 0.0241 0.8466 -0.1708  -0.2955
4 C 1.2502 0.8331 -1.0970  -0.1987
5 N 1.4848 -0.5885 -1.2262  -0.0350
6 C 0.8237 -1.3046 -0.1012  -0.1266
7 C -0.7728 -1.1947 0.6852  -0.0364
8 C 0.2955 -0.2731 0.8014  -0.3998
9 H -2.5206 0.4034 -0.0582  0.0755
10 H -2.1971 0.2956 1.7751  0.1268
11 H -0.7167 0.4595 -1.0967  0.1787
12 H 2.1705 1.5531 -0.7545  0.1538
13 H 0.7604 0.9953 -2.1823  0.1450
14 H 1.1018 -0.7112 -2.2276  0.1413
15 H 1.1447 -2.2932 0.4167  0.1476
16 H -1.0346 -2.0109 1.4757  0.1325
17 H 0.8956 -0.2056 1.8632  0.2048


--- S ---
Molecular formula: C6H9NO
Method: DFT, ωB97M-V/def2-TZVPD

## Properties
frontier orbital gap (alpha / beta)	7.4 / 8.4	eV
HOMO (alpha / beta)	-7.68 / -8.22	eV
M	111.144	g/mol

Each line ends with the Löwdin charge.
CARTESIAN COORDINATES (ANGSTROEM)
1 C -2.6200 -0.0087 0.0794  -0.3268
2 C 0.8938 -1.6761 0.5753  -0.0806
3 C 0.9246 -0.5327 -1.3638  -0.0919
4 C -0.0719 -1.0034 -0.3433  -0.0835
5 C 1.1087 -0.2533 0.1083  -0.4351
6 C 1.4793 0.9749 0.8565  -0.0400
7 N -2.4888 1.1943 -0.4062  0.1445
8 O -3.4288 -0.6895 0.6105  0.1046
9 H 0.5929 -1.8076 1.6071  0.0959
10 H 1.5383 -2.4678 0.1982  0.0899
11 H 1.5736 -1.2534 -1.8584  0.0878
12 H 0.6478 0.2989 -2.0013  0.0860
13 H 1.1859 1.8683 0.3042  0.0704
14 H 2.5578 1.0230 1.0245  0.0768
15 H 0.9864 0.9854 1.8293  0.0781
16 H -1.6237 1.4813 -0.8349  0.0986
17 H -3.2559 1.8664 -0.3852  0.1253


S has the most favorable energy; the next structure is 2.312 eV above.


--- P ---
Molecular formula: C6H9NO
Method: DFT, ωB97M-V/def2-TZVPD

## Properties
frontier orbital gap	7.7	eV
HOMO	-6.96	eV
SMILES string	CC1=C(C)[C@@]2(O)N[C@H]12
M	111.144	g/mol

Each line ends with the Löwdin charge.
CARTESIAN COORDINATES (ANGSTROEM)
1 C -2.2657 0.2417 -0.0771  -0.0336
2 C -0.7753 0.3786 0.0128  -0.2076
3 C 0.2284 -0.5224 0.1027  -0.1589
4 C 0.3038 -1.9996 0.3603  -0.0410
5 C 1.3175 0.5267 0.0296  -0.4109
6 O 2.3207 0.5687 -0.9240  0.0507
7 N 1.2325 1.5863 0.9303  0.0915
8 C 0.0537 1.6327 -0.0067  -0.0967
9 H -2.7786 1.1025 0.3576  0.0789
10 H -2.5709 0.1404 -1.1238  0.0826
11 H -2.6096 -0.6708 0.4182  0.0732
12 H 1.1918 -2.2817 0.9327  0.0786
13 H -0.5804 -2.3389 0.9075  0.0734
14 H 0.2837 -2.5630 -0.5788  0.0764
15 H 2.6125 -0.3363 -1.1191  0.1112
16 H 1.9050 2.3124 0.6923  0.1120
17 H 0.1307 2.2227 -0.9145  0.1202


--- Q ---
Molecular formula: C6H9NO
Method: DFT, ωB97M-V/def2-TZVPD

## Properties
frontier orbital gap	10.1	eV
HOMO	-9.12	eV
SMILES string	N[C@H]1[C@@H]2[C@@H]3C[C@H]1O[C@@H]32
M	111.144	g/mol

Each line ends with the Löwdin charge.
CARTESIAN COORDINATES (ANGSTROEM)
1 N -1.1072 -2.0224 -0.3459  0.0463
2 C -0.0559 -1.0111 -0.4586  -0.3617
3 C -0.2808 0.2613 -1.1514  -0.1165
4 C 0.7211 1.2744 -0.6338  -0.1294
5 C 1.5825 0.5062 0.3807  -0.0465
6 C 0.3936 -0.4057 0.8683  -0.2311
7 O -0.6007 0.5962 1.1688  -0.0030
8 C -0.6003 1.1847 -0.0271  -0.3172
9 H -1.9555 -1.6931 0.1876  0.0971
10 H -0.6636 -2.6988 0.3375  0.0907
11 H 0.8101 -1.5185 -0.8330  0.1422
12 H -0.8017 0.3344 -2.1313  0.1607
13 H 1.0359 2.0434 -1.2259  0.1124
14 H 1.7251 1.2160 1.1685  0.1089
15 H 2.5060 0.0311 0.0315  0.1237
16 H 0.6521 -1.1545 1.6614  0.1683
17 H -1.3134 1.9687 0.0053  0.1553


--- R ---
Molecular formula: C6H9NO
Method: DFT, ωB97M-V/def2-TZVPD

## Properties
frontier orbital gap	10.4	eV
HOMO	-9.34	eV
M	111.144	g/mol

Each line ends with the Löwdin charge.
CARTESIAN COORDINATES (ANGSTROEM)
1 C -0.4270 -0.7442 0.3197  -0.3209
2 C 0.5194 0.1716 1.0131  -0.1427
3 C -0.9595 0.4732 -0.2698  -0.3029
4 C 0.0619 1.0127 -1.0960  -0.1566
5 C 1.1210 -0.0209 -1.4582  -0.0745
6 C 1.2447 0.6438 -0.1554  -0.2129
7 H -1.3795 -0.8252 1.8880  -0.0175
8 H -1.8157 -2.1815 1.1288  0.0809
9 H -0.1266 -1.7015 -0.2712  0.1615
10 H 0.7845 -0.0080 2.0145  0.1469
11 H -1.9981 0.7267 -0.5480  0.1684
12 H -0.0775 2.1554 -1.3430  0.1887
13 H 2.1481 0.2917 -2.0828  0.1687
14 H 0.8271 -1.0924 -1.6241  0.1077
15 H 1.8863 1.5656 0.0519  0.1697
16 N -1.0868 -1.5336 1.4007  0.0873
17 O -0.7222 1.0665 1.0317  -0.0517


Q has the most favorable energy; the next structure is 1.971 eV above.


--- P ---
Molecular formula: C6H9NO
Method: DFT, ωB97M-V/def2-TZVPD

## Properties
frontier orbital gap	8.7	eV
HOMO	-8.53	eV
SMILES string	[H]/N=C/C[C@@H]1C=COC1
M	111.144	g/mol

Each line ends with the Löwdin charge.
CARTESIAN COORDINATES (ANGSTROEM)
1 H 2.0240 2.3212 -0.5010  -0.0281
2 N 1.5946 1.5642 -0.0189  0.0796
3 C 1.6348 0.1631 -0.7476  -0.0796
4 C 1.2616 -0.8351 0.2072  -0.2767
5 C -0.2427 -0.7608 0.6104  -0.2409
6 C -1.2284 -0.8103 -0.6107  -0.0553
7 C -1.8408 0.3156 -0.8694  -0.1737
8 O -1.4788 1.2536 -0.0117  -0.1093
9 C -0.8903 0.5553 1.1256  -0.1387
10 H 1.8210 -0.1145 -1.9884  0.1688
11 H 1.5231 -1.7546 -0.1441  0.0641
12 H 1.9374 -0.7719 1.1333  0.1436
13 H -0.1496 -1.5714 1.5270  0.1831
14 H -1.0388 -1.6175 -1.1578  0.0560
15 H -2.5266 0.5248 -1.6344  0.1169
16 H -0.4410 1.4420 1.5963  0.1194
17 H -1.9593 0.0963 1.4843  0.1709


--- Q ---
Molecular formula: C6H9NO
Method: DFT, ωB97M-V/def2-TZVPD

## Properties
frontier orbital gap	8.2	eV
HOMO	-7.79	eV
SMILES string	[H]/N=C(\O)C(=C)C(=C)C
M	111.144	g/mol

Each line ends with the Löwdin charge.
CARTESIAN COORDINATES (ANGSTROEM)
1 H -1.4083 0.6383 -2.2571  0.1014
2 N -0.9374 0.1407 -1.5050  0.1683
3 C -1.5214 0.0722 -0.3537  -0.4093
4 O -2.7271 0.6021 -0.0781  0.1057
5 C -0.4915 -0.2237 0.6246  -0.1853
6 C -0.5921 -0.2344 1.9537  0.0991
7 C 0.7488 0.0570 -0.3073  -0.3842
8 C 1.4921 1.1715 -0.0478  0.0124
9 C 1.3659 -1.1560 -0.9436  -0.0716
10 H -2.8146 0.7641 0.8699  0.1054
11 H 0.2813 -0.4258 2.5587  0.0735
12 H -1.5464 -0.1900 2.4631  0.0630
13 H 1.0627 2.0188 0.4650  0.0471
14 H 2.5690 1.1527 -0.1062  0.0476
15 H 1.6953 -1.8670 -0.1862  0.0798
16 H 0.6168 -1.6363 -1.5711  0.0689
17 H 2.2070 -0.8842 -1.5790  0.0781


--- R ---
Molecular formula: C6H9NO
Method: DFT, ωB97M-V/def2-TZVPD

## Properties
frontier orbital gap (alpha / beta)	6.9 / 6.9	eV
HOMO (alpha / beta)	-7.52 / -7.52	eV
M	111.144	g/mol

Each line ends with the Löwdin charge.
CARTESIAN COORDINATES (ANGSTROEM)
1 C 0.3604 -0.7561 -0.1440  0.0359
2 C 0.0951 -1.9007 0.6075  -0.4582
3 C -0.0396 0.2769 -0.8435  -0.3840
4 C 0.7667 -0.2749 2.3245  0.0636
5 C 0.9302 1.1516 -1.5909  -0.0847
6 C -1.4743 0.6480 -1.1535  -0.0654
7 N 0.0718 -1.3122 2.0284  0.0811
8 O -0.2147 -3.0524 0.3588  0.0214
9 H 1.6819 -0.1668 1.8090  0.0728
10 H 0.3553 0.5649 2.8492  0.0990
11 H 1.9164 1.1989 -1.0302  0.0924
12 H 1.2057 0.6206 -2.4414  0.0456
13 H 0.5012 2.1677 -1.8793  0.0972
14 H -2.1039 0.0616 -0.4957  0.0665
15 H -1.7518 1.7015 -0.8745  0.0898
16 H -1.6193 0.4284 -2.2104  0.0835
17 H -0.6810 -1.3570 2.6861  0.1435


Q has the most favorable energy; the next structure is 1.219 eV above.


--- P ---
Molecular formula: C6H9NO
Method: DFT, ωB97M-V/def2-TZVPD

## Properties
frontier orbital gap	8.9	eV
HOMO	-7.87	eV
M	111.144	g/mol

Each line ends with the Löwdin charge.
CARTESIAN COORDINATES (ANGSTROEM)
1 C 0.0184 -1.3082 1.1171  -0.1226
2 C -0.8902 -0.1486 1.1467  -0.0985
3 C 2.0563 -2.0028 0.5371  -0.1947
4 C 0.4981 -0.7103 -0.6509  -0.1604
5 C -0.0642 0.5758 0.0354  -0.3041
6 C -0.8683 1.5208 -0.8549  -0.0664
7 N 1.0356 -1.8659 1.5425  0.0905
8 O 1.8266 -1.0584 -0.5366  -0.1057
9 H -1.8771 -0.4066 0.7628  0.1169
10 H -0.9908 0.3329 2.1194  0.1107
11 H 3.0162 -1.7484 0.9944  0.1215
12 H 2.0978 -3.0311 0.1487  0.1221
13 H -0.0658 -1.1578 -1.4566  0.1258
14 H 0.7818 1.1084 0.4802  0.1448
15 H -0.4569 1.5453 -1.8639  0.0781
16 H -0.8546 2.5344 -0.4615  0.0723
17 H -1.9030 1.1978 -0.9124  0.0698


--- Q ---
Molecular formula: C6H9NO
Method: DFT, ωB97M-V/def2-TZVPD

## Properties
frontier orbital gap	8.7	eV
HOMO	-7.65	eV
SMILES string	C1[C@@H]2[C@H]3O[C@@H]3CN[C@@H]12
M	111.144	g/mol

Each line ends with the Löwdin charge.
CARTESIAN COORDINATES (ANGSTROEM)
1 C 1.7573 -0.1882 -1.2309  -0.0402
2 C 0.2095 -0.1983 -1.1642  -0.1330
3 C -1.0494 0.8379 -0.8125  -0.1512
4 O -2.3498 0.2762 -0.8848  0.0412
5 C -1.5066 -0.2218 0.0883  -0.3283
6 C -0.9816 0.2198 1.5398  0.0126
7 N 0.5838 -0.3658 1.3110  -0.0385
8 C 1.1319 -0.0065 0.0726  -0.3442
9 H 2.1323 -1.0477 -1.6165  0.0586
10 H 2.3969 0.6393 -1.5279  0.1040
11 H -0.1413 -1.3044 -1.4075  0.1653
12 H -0.9256 1.9398 -0.5070  0.1767
13 H -1.0767 -1.2207 -0.1725  0.1254
14 H -1.4052 -0.2644 2.3752  0.0690
15 H -0.7238 1.2466 1.8598  0.1084
16 H 0.8515 -1.2703 1.6413  0.0844
17 H 1.0968 0.9283 0.4359  0.0900


--- R ---
Molecular formula: C6H9NO
Method: DFT, ωB97M-V/def2-TZVPD

## Properties
frontier orbital gap	8.7	eV
HOMO	-8.10	eV
M	111.144	g/mol

Each line ends with the Löwdin charge.
CARTESIAN COORDINATES (ANGSTROEM)
1 C -1.1227 0.4695 -0.0596  -0.2677
2 C 0.0327 0.0931 0.8953  -0.3778
3 C 0.8986 1.2448 0.7991  -0.0797
4 C 1.0441 1.4681 -0.5602  -0.0215
5 C 0.3496 0.1438 -1.1262  -0.0676
6 C 0.5976 -0.8627 0.0115  -0.4365
7 H -2.7417 -0.3640 -1.0918  0.1546
8 H -2.1406 -1.5607 0.4994  0.1913
9 H -1.7097 1.3990 -0.5390  0.1727
10 H -0.1340 -0.3700 1.9379  0.1681
11 H 1.3208 1.5618 1.8553  0.1491
12 H 1.9135 1.9336 -1.0438  0.0977
13 H 0.2299 -0.0023 -2.1804  0.1055
14 H -0.2074 -1.7292 -0.0043  0.1530
15 H 2.0524 -1.7667 0.7780  0.1819
16 N -2.3144 -0.3595 0.0237  -0.0828
17 O 1.9313 -1.2987 -0.1949  -0.0404


P has the most favorable energy; the next structure is 3.961 eV above.